Molecular formula: C11H8N2O4SSc
Method: DFT, ωB97M-V with the def2-TZVPD basis set

Summary:
LUMO = -14.47 eV
E_tot = -54209.837 eV
gap between HOMO and LUMO = 4.53 eV
E_HOMO = -19.0 eV
strongest force on any atom = 8.94 eV Å⁻¹
net charge = +3

Geometry as XYZ:
```
27
Properties=species:S:1:pos:R:3:mulliken_charge:R:1
Sc -0.14 -0.22 -1.28 -0.127
O -0.13 2.90 -2.66 -0.004
C -0.16 1.79 -2.32 0.487
C -0.15 -2.34 -2.34 0.439
O -0.22 -3.47 -2.70 -0.038
C 1.87 -0.04 -2.52 0.545
O 2.90 0.14 -3.07 -0.023
C -2.21 -0.20 -2.30 0.515
O -3.36 -0.17 -2.51 -0.010
H -0.40 0.21 -4.65 0.065
H -0.42 -0.58 -4.60 0.055
N 2.25 -2.24 0.19 -0.295
C 1.57 -1.44 1.11 0.499
N 0.54 -0.74 0.63 -0.212
C -0.13 0.20 1.46 1.202
C -1.19 1.10 1.18 -0.423
C -1.63 1.93 2.24 -0.885
C -1.01 1.81 3.51 -0.744
C 0.03 0.89 3.74 -0.359
C 0.48 0.10 2.71 0.276
S 1.85 -1.09 2.77 0.017
H 2.92 -2.90 0.59 0.338
H 1.69 -2.67 -0.56 0.049
H -1.74 1.20 0.21 0.315
H -2.43 2.66 2.12 0.460
H -1.33 2.45 4.36 0.407
H 0.56 0.72 4.68 0.453
```